{"formula": "CH11O4S", "method": "the ωB97M-V functional and the def2-TZVPD basis", "e_homo_ev": -3.379, "charge": -1, "energy_ev": -20242.088, "gap_ev": 6.756, "symbols": ["C", "S", "H", "H", "H", "H", "H", "O", "H", "H", "O", "H", "H", "O", "H", "H", "O"], "xyz": [[-0.92, 1.08, -0.90], [0.55, 1.06, 0.22], [-1.27, 0.06, -1.00], [-0.79, 1.49, -1.91], [-1.62, 1.75, -0.42], [-1.26, 1.34, 3.21], [-0.98, 0.30, 2.20], [-1.20, 0.38, 3.14], [-2.05, -1.76, 0.19], [-3.54, -2.12, 0.15], [-2.80, -1.88, -0.41], [3.04, -1.20, 0.24], [2.14, -2.25, -0.16], [2.93, -2.15, 0.39], [3.19, 1.75, -1.67], [1.92, 1.14, -1.28], [2.64, 1.02, -1.99]]}